Record 1
A structure of composition C32H30AuN6. Source: OMol25; level of theory: ωB97M-V with the def2-TZVPD basis set.

## Properties
- Calculated total energy: -1701.365939 a.u.
- Total charge: +1
- Relative energy (zero: lowest compared OMol25 entry of this formula, charge and spin): 0.00 kJ/mol
- Frontier orbital gap: 6.48 eV

```
69
Properties=species:S:1:pos:R:3:forces:R:3
Au 0.4121 1.2841 0.0874 -0.0454 -0.0189 -0.0409
N 6.0079 -2.8354 -7.3713 -0.0018 -0.0010 -0.0003
N -1.5691 1.1442 0.2580 0.0126 0.2127 -0.0256
N 2.4638 1.2327 -0.1300 0.0078 -0.0757 0.0225
N 0.3667 1.4628 -1.9003 0.0008 0.0184 -0.0027
N 0.3248 1.2434 2.1754 0.0620 0.0218 0.0326
N -1.0731 -1.2666 -1.1348 0.0063 0.0066 0.0414
C -1.0850 1.0602 2.5829 -0.0399 -0.0281 -0.0280
C 2.4458 0.2738 -2.4162 -0.0111 0.0546 -0.0147
C 2.7662 -1.5918 -4.0344 0.0292 0.0177 0.0001
C -3.4397 1.5927 -1.2115 -0.0106 -0.0065 0.0014
C 3.4841 -2.2266 -5.0327 0.0014 -0.0016 -0.0015
C -0.3577 1.8652 -3.9878 0.0112 0.0037 -0.0113
C 3.4334 1.4362 0.7750 -0.0055 0.0114 -0.0316
C 5.1353 -0.4656 -4.9544 0.0024 -0.0014 0.0062
C -2.0191 1.0062 1.5591 -0.0287 -0.0726 0.0522
C -3.9722 0.1291 -3.0225 -0.0132 -0.0032 -0.0090
C -1.4405 0.9568 3.9184 0.0164 0.0027 0.0092
C -4.2379 1.2814 -2.3001 0.0040 0.0035 0.0013
C 0.7349 1.0342 -4.0905 -0.0123 -0.0128 0.0084
C -0.5922 -2.1889 -2.1476 0.0339 -0.0063 -0.0160
C -2.9431 -0.7183 -2.6398 0.0016 0.0076 0.0115
C 1.2108 0.7895 -2.7771 0.0245 0.0205 -0.0114
C 5.4137 -2.3142 -6.5386 0.0024 0.0014 -0.0012
C -2.1528 -0.4372 -1.5265 -0.0363 0.0279 -0.0025
C -0.5516 2.1052 -2.6178 -0.0030 -0.0021 0.0027
C -3.7130 0.6629 3.2423 -0.0141 -0.0005 -0.0051
C 4.4228 0.1542 -3.9438 -0.0207 0.0182 -0.0087
C -3.3583 0.7817 1.9122 0.0214 0.0121 0.0017
C -2.3994 0.7570 -0.8225 0.0101 -0.1513 -0.0092
C 4.6693 -1.6617 -5.4944 -0.0043 -0.0039 -0.0048
C -1.2723 -1.9662 0.1342 -0.0144 -0.0210 -0.0118
C 1.1458 0.1255 2.7230 0.0006 0.0043 0.0013
C 0.7729 2.5678 2.7014 -0.0311 -0.0103 0.0177
C -2.7664 0.7590 4.2566 0.0053 0.0032 -0.0067
C 3.2353 -0.4055 -3.4762 -0.0039 -0.0403 -0.0015
C 4.6289 0.8315 0.3908 0.0090 0.0118 -0.0020
C 4.3784 0.2155 -0.8210 -0.0031 -0.0288 0.0041
C 3.0387 0.4817 -1.1608 0.0150 0.0381 0.0033
H -0.4174 -1.6561 -3.0819 0.0022 -0.0027 -0.0049
H -4.7517 0.4923 3.4928 0.0013 0.0002 0.0010
H -0.3137 -2.3548 0.4853 -0.0020 -0.0080 -0.0079
H 1.7503 2.8308 2.3179 0.0410 0.0006 -0.0117
H 1.8437 -2.0248 -3.6751 -0.0278 -0.0138 0.0074
H 5.0750 -0.3427 -1.4232 -0.0011 -0.0011 0.0020
H -3.6002 2.5069 -0.6518 0.0057 0.0045 -0.0011
H 4.7753 1.0903 -3.5312 0.0026 -0.0008 0.0036
H 1.1265 0.1598 3.8108 -0.0067 -0.0044 0.0080
H -5.0459 1.9394 -2.5893 0.0021 0.0028 0.0000
H 0.0497 3.3190 2.3938 0.0033 0.0001 -0.0046
H -1.3168 2.7017 -2.1494 0.0309 -0.0015 -0.0081
H 0.3507 -2.6179 -1.8031 0.0024 0.0037 -0.0030
H -4.1095 0.7016 1.1404 -0.0023 -0.0073 0.0010
H -1.9614 -2.8133 0.0208 -0.0061 0.0034 0.0056
H -2.7650 -1.6170 -3.2132 -0.0037 0.0042 0.0039
H -1.2843 -3.0203 -2.3379 0.0026 -0.0027 0.0055
H 2.1713 0.2051 2.3774 -0.0186 -0.0019 0.0102
H -3.0557 0.6720 5.2938 0.0005 -0.0009 0.0001
H -0.9485 2.2820 -4.7855 0.0004 -0.0019 -0.0004
H 0.8081 2.5292 3.7897 -0.0014 0.0015 -0.0027
H 3.1305 -3.1551 -5.4589 -0.0001 -0.0002 0.0009
H 6.0495 -0.0274 -5.3300 0.0003 0.0002 0.0017
H 1.2035 0.6738 -4.9917 -0.0011 0.0000 -0.0025
H 5.5576 0.8664 0.9348 0.0001 -0.0013 0.0004
H 3.2736 2.0101 1.6697 -0.0103 0.0128 0.0203
H 0.7124 -0.8131 2.3852 0.0065 -0.0006 -0.0053
H -0.6936 1.0185 4.6995 0.0015 -0.0020 0.0000
H -4.5743 -0.1221 -3.8857 0.0001 -0.0017 0.0014
H -1.6810 -1.3019 0.8896 -0.0005 0.0067 0.0081
```
Positions in Å, forces in eV/Å.

=====

Record 2
A structure of composition C32H30BN13STeTi. Source: OMol25; level of theory: ωB97M-V with the def2-TZVPD basis set.

## Properties
- Calculated total energy: -3489.109398 a.u.
- Total charge: +3
- Spin multiplicity: 2
- <S²>: 0.7668
- Frontier orbital gap (alpha / beta): 5.07 / 5.37 eV

```
79
Properties=species:S:1:pos:R:3:forces:R:3
Te 0.5067 -0.5825 -3.5516 -0.0287 0.1695 -0.0477
Ti -0.0582 0.1746 0.2904 -0.0181 -0.5682 0.2978
S 0.0798 -2.5365 -6.1536 0.0321 0.0318 -0.0159
N -1.9331 -0.6780 0.2624 -0.0718 0.0816 -0.0603
N -0.8865 1.6697 -0.8790 0.0874 -0.1168 -0.0598
N 1.4203 5.3374 1.2718 0.0217 -0.0538 0.1273
N 0.2716 -2.0357 -0.4191 -0.0707 0.2930 0.0135
N 1.2803 4.5688 0.1558 -0.0344 0.1171 -0.0491
N -3.4052 -2.2756 -0.1377 0.1487 0.0494 0.0088
N 1.9306 -2.5412 2.8426 0.0381 0.0857 -0.1188
N 1.9171 2.1531 -0.0986 -0.1366 0.0305 -0.1162
N -0.3603 1.5056 1.7285 0.1234 0.1449 0.1040
N -0.3357 2.9084 -0.8511 -0.0236 0.0982 0.0431
N 1.6772 0.8545 -0.4590 0.2058 0.1081 -0.1622
N 1.1680 -0.7428 1.7987 -0.3582 -0.0697 -0.0480
N 0.0831 2.7948 1.5758 -0.0603 0.0577 -0.1092
C -1.6292 -0.9661 -7.2423 0.0393 -0.0223 -0.0321
C 1.3733 -2.0544 1.7369 0.0236 -0.1373 -0.0352
C -1.0355 3.7264 -1.6409 0.0018 -0.0366 -0.0037
C -5.5022 -1.0561 0.5971 0.0343 0.0319 0.0106
C 1.9966 6.4498 0.8732 0.0032 -0.0337 -0.0267
C -2.1293 -1.9177 -0.1883 0.0092 -0.1279 -0.0359
C -4.9947 1.2147 1.2898 0.0123 0.0020 -0.0025
C -2.0637 3.0036 -2.2314 0.0206 -0.0534 0.0319
C 3.2186 2.4050 -0.2503 0.0031 0.0274 0.0708
C -3.2164 -0.1840 0.6010 -0.0941 0.0268 0.0378
C 2.7850 -1.4335 4.9500 -0.0023 0.0323 -0.0119
C 2.5592 0.9774 4.8207 -0.0002 -0.0163 -0.0131
C -0.2958 3.5020 2.6423 -0.0208 -0.0038 0.0228
C 3.8577 1.2619 -0.7160 -0.0355 -0.0089 -0.0016
C 2.8569 0.3212 -0.8284 0.0709 -0.0277 0.0265
C 1.7903 5.2219 -0.9348 0.0262 0.0420 -0.0111
C -1.2954 -0.3621 -6.0319 0.0670 0.0511 -0.0104
C -0.9920 1.4349 2.9216 -0.0228 -0.0286 0.0921
C -0.9445 -2.1499 -7.4425 -0.0784 -0.0008 0.0552
C -0.9890 2.6713 3.5219 -0.0065 -0.0513 -0.0449
C 2.9576 -0.1815 5.5033 -0.0129 -0.0051 -0.0154
C 2.1750 -1.4724 3.7042 -0.0100 0.0504 0.0250
C -5.9095 0.1748 1.0718 0.0110 -0.0082 -0.0038
C -0.3597 -1.0970 -5.3021 0.0078 -0.1994 0.0574
C 1.1413 -2.8230 0.4865 0.0329 -0.0387 0.0248
C -4.1425 -1.1987 0.3640 -0.0215 0.0676 0.0200
C -1.0064 -2.7112 -0.7482 -0.0508 -0.0743 -0.0388
C 1.7162 -0.3366 3.0363 0.1647 0.0747 0.0305
C 1.9436 0.9248 3.5858 0.0124 -0.0329 0.0078
C 2.2570 6.4333 -0.5143 -0.0204 -0.0550 -0.0346
C -3.6409 1.0602 1.0586 -0.0149 -0.0130 -0.0063
C -1.9358 1.7266 -1.7225 -0.0135 -0.0193 -0.0531
B 0.7563 3.1893 0.2104 0.0392 -0.0480 0.0502
H 1.7910 4.7711 -1.9142 0.0079 -0.0113 -0.0466
H 2.7173 7.2018 -1.1078 0.0154 0.0329 -0.0388
H 2.7566 1.9415 5.2686 0.0014 0.0077 0.0078
H -0.7730 4.7675 -1.7282 0.0087 0.0370 0.0066
H 2.2093 7.2299 1.5846 0.0043 0.0316 0.0334
H -2.7991 3.3665 -2.9262 -0.0235 0.0066 -0.0228
H -5.3624 2.1677 1.6428 -0.0110 0.0213 0.0078
H -1.0235 -3.7350 -0.3707 0.0034 0.0313 -0.0429
H -1.6929 0.5820 -5.6907 -0.0001 0.0214 0.0081
H 2.2174 -3.4981 2.9918 -0.0339 -0.0087 0.0091
H 1.6969 1.8364 3.0640 0.0221 -0.0197 0.0181
H 3.6143 3.3837 -0.0319 0.0090 0.0283 0.0097
H -6.2047 -1.8567 0.4153 -0.0207 -0.0223 -0.0050
H -3.7819 -3.1685 -0.4243 0.0096 -0.0063 -0.0037
H 4.9009 1.1473 -0.9499 0.0290 -0.0039 -0.0055
H -1.1098 -2.7631 -1.8384 0.0078 0.0265 0.0402
H 0.7563 -1.9206 -1.3193 0.0074 -0.0388 0.0047
H -1.4105 0.5010 3.2649 0.0097 0.0061 -0.0018
H 3.4330 -0.0892 6.4695 0.0085 0.0026 0.0084
H -0.0144 4.5407 2.7067 -0.0075 0.0128 0.0112
H 2.1051 -2.9986 -0.0005 -0.0208 -0.0079 0.0291
H -6.9580 0.3447 1.2705 -0.0192 0.0054 0.0036
H -2.3269 -0.5608 -7.9583 -0.0183 0.0117 -0.0196
H -1.0145 -2.8013 -8.2997 0.0000 -0.0225 -0.0304
H 2.9247 -0.7022 -1.1640 -0.0074 0.0000 0.0004
H -1.4128 2.9426 4.4720 -0.0160 0.0089 0.0326
H 0.7134 -3.8044 0.6958 0.0015 0.0400 -0.0149
H 3.1255 -2.3292 5.4507 0.0012 -0.0104 0.0098
H -2.5272 0.8501 -1.9255 -0.0037 0.0002 -0.0014
H -2.9578 1.8831 1.2096 0.0052 -0.0028 0.0030
```
Positions in Å, forces in eV/Å.

=====

Record 3
A structure of composition C32H30BaN6O2PS2Se2Te2. Source: OMol25; level of theory: ωB97M-V with the def2-TZVPD basis set.

## Properties
- Calculated total energy: -8218.878119 a.u.
- Total charge: -1
- Relative energy (zero: lowest compared OMol25 entry of this formula, charge and spin): 0.00 kJ/mol
- Frontier orbital gap: 5.54 eV

```
78
Properties=species:S:1:pos:R:3:forces:R:3
Ba 0.6104 -0.8168 1.0694 -0.0519 -0.0412 0.1754
Te 1.8873 -2.6135 -1.9222 -0.0684 0.0387 -0.0206
Te 2.0721 -4.7973 -0.2775 0.0016 -0.0342 0.0381
Se 0.8077 -4.0771 1.7859 0.0065 -0.0538 -0.0154
Se 4.2300 -1.9872 -2.4593 0.0386 0.0222 0.0088
S -4.1962 -2.3925 -0.0387 -0.0322 -0.0227 0.0045
S 0.1042 -1.4281 4.3038 0.0409 0.0163 0.0058
P -0.0606 1.1550 -1.7490 0.0422 0.0268 0.0143
O 0.7738 1.8677 0.7562 -0.0189 0.0425 0.0200
O -0.8923 1.3887 2.1574 -0.0496 -0.0239 0.0314
N 2.9970 -0.0286 3.5028 -0.0231 -0.0262 -0.1532
N 1.4244 -3.5751 5.2864 0.0311 0.0149 0.0051
N -2.2918 -0.7340 0.0819 -0.0586 0.1247 -0.0560
N 2.7342 -2.2567 4.1806 -0.0132 0.0290 -0.0616
N -1.6984 -1.9622 0.0808 0.0235 -0.1103 -0.0247
N -2.1668 -4.2438 0.0340 -0.0340 -0.0020 0.0257
C -2.0485 -0.8324 -4.6894 -0.0096 -0.0198 0.0519
C 3.9492 -0.8503 1.0052 -0.0125 0.0461 0.0296
C -1.5146 -0.4170 -3.4780 0.0272 0.0647 -0.0296
C 0.2068 -4.1935 5.7631 0.0013 0.0029 -0.0032
C 2.5477 1.5430 -2.5174 0.0194 0.0214 0.0197
C 3.4843 -3.3579 4.5593 0.0048 -0.0232 0.0307
C -3.2174 3.8315 -1.5062 0.0220 -0.0134 -0.0111
C -2.3622 3.5000 0.7098 -0.0208 0.0140 0.0170
C 1.3656 2.2057 -2.1911 0.0488 0.0022 0.0061
C -4.5784 0.9045 1.5745 0.0145 -0.0358 -0.0006
C -2.5503 -2.9482 0.0430 0.0899 0.0153 0.0019
C 3.7320 0.4938 1.2818 0.0416 -0.0408 -0.0613
C 3.2681 0.8561 2.5402 0.0123 -0.0696 0.1098
C 1.4369 -2.4114 4.5921 -0.0020 -0.0179 -0.0001
C 3.6901 2.2588 -2.8451 -0.0189 -0.0327 0.0019
C -4.4250 0.4614 0.1171 -0.0199 0.0357 0.0142
C -1.3107 2.3791 -1.1617 0.0101 -0.0138 0.0652
C 3.1519 -1.3098 3.1971 -0.0426 0.0329 0.1155
C -0.4257 1.9519 1.1482 -0.0246 0.0292 -0.0859
C 3.6348 -1.7861 1.9867 0.0536 0.0369 -0.1044
C -0.9650 1.0083 -5.7927 -0.0426 -0.0536 -0.0081
C -1.7746 -0.1191 -5.8466 0.0153 0.0354 -0.0631
C -0.4394 1.4267 -4.5797 0.0435 0.0354 0.1106
C 2.4929 4.3134 -2.5099 -0.0256 -0.0100 0.0125
C 1.3486 3.5970 -2.1846 0.0134 0.0105 -0.0097
C -3.5727 -0.7622 0.0248 0.0485 0.0238 0.0094
C -1.3814 2.6551 0.2124 0.0194 -0.0157 -0.0702
C -2.2512 2.9648 -2.0046 -0.0325 0.0191 -0.0299
C -3.2713 4.1048 -0.1471 0.0171 -0.0076 0.0156
C -0.7160 0.7255 -3.4072 -0.0751 -0.0788 -0.0234
C 3.6642 3.6466 -2.8433 0.0234 0.0056 -0.0033
C 2.6733 -4.1694 5.2565 -0.0136 0.0105 -0.0196
H -2.6597 -1.7254 -4.7312 0.0009 -0.0012 -0.0024
H -1.6977 -0.9883 -2.5742 -0.0048 -0.0193 -0.0138
H 2.6076 0.4584 -2.5046 -0.0162 -0.0044 -0.0121
H -3.5920 1.0955 2.0002 -0.0070 0.0065 0.0180
H -2.2361 2.7403 -3.0639 0.0008 0.0031 -0.0004
H 4.2926 -1.1689 0.0215 -0.0007 -0.0296 0.0041
H -2.1751 -0.4485 -6.7975 -0.0102 -0.0135 0.0111
H 4.5569 4.2078 -3.0920 -0.0034 0.0027 0.0000
H 4.5938 1.7131 -3.0871 0.0068 0.0146 -0.0064
H -3.9310 4.2854 -2.1832 -0.0006 0.0010 0.0002
H 0.4738 -5.0639 6.3587 -0.0011 0.0012 0.0031
H -2.8549 -4.9265 0.3016 0.0054 -0.0034 -0.0043
H -5.0703 0.1330 2.1708 -0.0010 0.0017 -0.0007
H -5.3957 0.2752 -0.3472 -0.0062 0.0041 0.0150
H -4.0268 4.7747 0.2452 0.0009 0.0007 0.0029
H -0.7397 1.5527 -6.7014 0.0199 0.0220 0.0149
H 0.2020 2.2991 -4.5299 -0.0063 -0.0004 -0.0670
H -1.2309 -4.3894 0.4430 0.0012 0.0032 -0.0139
H 3.8926 1.2470 0.5212 0.0083 0.0157 0.0173
H 2.8647 -5.1145 5.7304 0.0026 0.0007 -0.0016
H 3.6971 -2.8494 1.7905 -0.0023 -0.0006 0.0087
H 0.4450 4.1276 -1.9100 -0.0097 -0.0108 -0.0010
H 3.0863 1.8946 2.7867 -0.0114 0.0019 -0.0128
H 2.4681 5.3965 -2.4949 0.0096 -0.0001 -0.0029
H -5.1705 1.8183 1.6379 -0.0008 0.0055 -0.0166
H -0.3550 -3.4830 6.3652 0.0004 -0.0012 0.0044
H -3.9315 1.2507 -0.4531 0.0098 -0.0205 -0.0214
H -2.4096 3.6624 1.7797 -0.0068 0.0055 -0.0030
H -0.4056 -4.4967 4.9130 0.0023 0.0000 0.0022
H 4.5244 -3.4472 4.3051 -0.0009 0.0051 -0.0071
```
Positions in Å, forces in eV/Å.

=====

Which of these has the highest calculated total energy?
C32H30AuN6